1.
Below is a 14-piece molecular cluster, C4H38NO13 overall, with properties calculated with ωB97M-V with the def2-TZVPD basis set.

Last column: natural (NBO) charge in e.
Positions of all 56 atoms, in Å:
C -0.47054 -1.75347 0.56326  -0.244
C -0.29240 -2.70660 1.81671  -0.295
C -1.62960 -3.58585 1.55071  -0.610
C 0.77342 -3.69586 1.64453  -0.655
N -0.15276 -0.35103 1.16494  -0.836
H 0.31235 -2.10133 -0.16539  0.212
H -1.41780 -1.79829 0.06174  0.219
H -0.24546 -2.25476 2.80294  0.237
H -1.61716 -3.93989 0.60802  0.193
H -1.44337 -4.55917 1.98500  0.209
H -2.61770 -3.15208 1.74911  0.216
H 0.93311 -4.28837 0.71370  0.220
H 1.05644 -4.37232 2.53687  0.239
H 1.79896 -3.17741 1.64591  0.210
H -0.43627 0.42594 0.44917  0.469
H -0.89184 -0.27523 2.02585  0.448
H 0.86688 -0.41769 1.34954  0.439
H 2.20071 -0.48768 -3.78802  0.463
H 2.87862 0.51076 -2.87396  0.488
O 2.98417 -0.05984 -3.59281  -0.959
H -3.63681 -0.77083 -3.51806  0.470
H -2.81214 -2.03101 -3.48265  0.482
O -3.28024 -1.39235 -2.91951  -0.959
H -1.47097 3.40335 0.82896  0.463
H -2.06064 4.65680 1.27040  0.451
O -1.33322 4.35641 0.81269  -0.990
H 3.09751 -3.07053 -0.88992  0.455
H 3.10761 -2.06433 -1.96988  0.475
O 3.68396 -2.64605 -1.51743  -0.933
H -1.86872 0.04290 4.62754  0.472
H -1.23922 1.26796 3.89557  0.408
O -1.53851 0.40143 3.86010  -1.152
H -0.39517 3.82687 -2.63955  0.491
H 0.56745 2.82340 -3.44532  0.498
O -0.17135 2.98076 -2.86933  -0.970
H -4.09644 -0.18720 -0.18236  0.464
H -5.13834 0.42174 0.75999  0.461
O -4.29234 0.65419 0.21218  -0.995
H -2.92009 1.76722 -0.54936  0.496
H -1.91631 0.83927 -1.18060  0.473
O -2.12139 1.25694 -0.37384  -1.009
H -1.98706 -0.21866 -2.69567  0.473
H -1.46551 0.93847 -3.62386  0.483
O -1.27230 0.34243 -2.88613  -0.987
H 2.20751 4.43426 -0.48239  0.485
H 3.46961 3.48621 0.09109  0.515
O 2.79360 3.74244 -0.63130  -1.000
H 4.19234 -0.68826 0.78629  0.492
H 4.27329 -0.07624 2.35433  0.477
O 3.77255 -0.08111 1.51608  -0.997
H 2.11730 3.51204 2.61157  0.453
H 2.16511 2.13957 3.02515  0.425
O 2.46494 2.70272 2.33139  -1.003
H 0.74869 1.93625 -1.90344  0.495
H 2.26094 1.98035 -1.64130  0.492
O 1.50459 1.35273 -1.82926  -1.021

Properties
Multiplicity: 2
F_max (Eh/bohr): 0.1139
Orbital gap (spin up / spin down) (eV): 2.28 / 10.36
DFT total energy (eV): -32865.929
Total charge: 0
HOMO energy (spin up / spin down) (Eh): -0.088 / -0.389

2.
Below is a 15-piece molecular cluster, C4H39N2O14 overall, with properties calculated with ωB97M-V with the def2-TZVPD basis set.

Last column: natural (NBO) charge in e.
Positions of all 59 atoms, in Å:
C -1.98561 2.32057 0.16119  -0.211
C -1.44006 0.94391 -0.22530  -0.518
C 0.03286 0.79698 -0.26907  0.119
C 0.79295 0.10005 0.54395  -0.362
N 0.68246 1.55735 -1.36432  -0.738
N -1.39776 2.92145 1.38356  -0.864
H -1.87218 3.03352 -0.66762  0.172
H -3.06524 2.21926 0.28984  0.215
H -1.86997 0.67416 -1.19634  0.265
H -1.83722 0.19796 0.46485  0.270
H 0.39763 -0.47265 1.37132  0.254
H 1.86052 -0.00536 0.44901  0.224
H 1.22601 2.35093 -0.97182  0.459
H -0.03316 1.95704 -1.98358  0.462
H 1.28082 0.92302 -1.90286  0.457
H -2.03799 3.58429 1.80428  0.387
H -1.22434 2.21757 2.10442  0.407
H 0.06464 -2.95776 0.82903  0.496
H 1.33549 -2.70196 1.67835  0.510
O 0.35383 -2.80686 1.75712  -1.017
H 1.64882 -1.12326 -3.40412  0.518
H 2.27246 -0.28219 -4.55116  0.501
O 1.73986 -0.21135 -3.75498  -1.009
H 0.22172 0.66076 -3.79594  0.525
H -0.53800 1.97703 -4.19888  0.506
O -0.47112 1.30287 -3.51270  -1.007
H -4.15522 -1.40530 1.75266  0.487
H -2.71238 -1.03104 2.00885  0.518
O -3.42698 -0.95309 1.32090  -1.005
H 0.88565 -2.78761 -1.84572  0.534
H 1.97280 -3.39968 -2.79966  0.503
O 1.65321 -2.55779 -2.45243  -1.020
H -0.75358 -1.79118 2.67820  0.518
H -0.88621 -0.32854 3.39832  0.513
O -1.37018 -1.11850 3.05270  -1.032
H 3.19355 -1.80679 0.52916  0.497
H 3.79006 -2.18396 1.92517  0.487
O 3.09515 -2.42445 1.28916  -0.988
H 0.95542 4.94930 0.88030  0.483
H 0.02538 3.67531 1.07889  0.496
O 0.99938 3.98950 0.88574  -1.042
H -0.07232 1.36099 4.84924  0.489
H 0.85770 1.64898 3.58964  0.517
O 0.02226 1.22648 3.89492  -1.016
H 2.78785 -1.53191 -1.55897  0.505
H 4.29682 -1.16272 -1.35368  0.490
O 3.41211 -0.96681 -1.04017  -0.992
H 1.76215 3.11996 2.28373  0.509
H 2.56517 3.31664 3.59522  0.485
O 2.18796 2.62661 3.03195  -0.986
H -3.00818 -1.73050 -0.17951  0.516
H -2.77575 -1.36394 -1.69866  0.505
O -2.72898 -2.10605 -1.05655  -1.002
H -1.94334 0.46002 -2.99865  0.503
H -3.39706 0.12528 -3.38229  0.496
O -2.78746 0.09411 -2.64408  -0.982
H -0.66679 -4.14886 -0.91436  0.495
H -1.31008 -2.71869 -0.97944  0.521
O -0.42196 -3.21446 -0.86239  -1.023

Properties
Multiplicity: 1
F_max (Eh/bohr): 0.0340
Orbital gap (eV): 10.13
DFT total energy (eV): -36423.523
Total charge: +1
HOMO energy (Eh): -0.469

3.
Below is a 16-piece molecular cluster, C4H39NO15 overall, with properties calculated with ωB97M-V with the def2-TZVPD basis set.

Last column: natural (NBO) charge in e.
Positions of all 59 atoms, in Å:
C 2.09558 -0.89536 -1.50766  -0.595
C 1.11712 -0.76033 -0.22260  -0.416
C -0.26462 -0.07037 -0.45683  -0.335
C -0.64035 0.86220 0.41533  0.029
N -1.91692 1.45231 0.42943  -0.832
H 1.52235 -1.14696 -2.34779  0.210
H 2.68677 -1.76926 -1.27272  0.226
H 2.51061 -0.03628 -1.69099  0.156
H 1.03997 -1.73902 0.34308  0.217
H 1.71226 -0.13531 0.55224  0.191
H -0.91555 -0.66745 -1.04392  0.150
H 0.24795 1.26628 1.07611  0.202
H -1.80232 2.50167 0.62196  0.377
H -2.71977 1.32908 -0.03132  0.413
H 1.37767 4.62400 1.66762  0.490
H 1.75168 3.13586 1.11340  0.501
O 1.13628 3.63971 1.63246  -0.994
H 2.26370 1.45842 -2.13976  0.443
H 1.10306 2.20394 -2.18191  0.491
O 2.06087 2.31680 -2.20863  -0.948
H -1.02440 -2.02193 4.01965  0.507
H -1.18045 -3.54847 3.71097  0.472
O -0.66857 -2.92308 4.29778  -0.977
H -2.39448 -1.87370 0.96471  0.465
H -1.31803 -2.55728 0.37802  0.490
O -1.59587 -2.26680 1.25490  -0.965
H -0.82856 4.18485 -0.74800  0.467
H -0.62603 3.75971 -2.29873  0.499
O -1.05185 4.46207 -1.77343  -0.978
H -3.93070 3.21882 -1.63049  0.462
H -2.51734 3.32319 -1.63551  0.494
O -3.20389 2.77019 -1.31735  -0.973
H -1.70855 -2.65669 -4.62303  0.480
H -2.56289 -2.95231 -3.32100  0.487
O -2.37566 -2.33171 -3.97227  -0.963
H 0.99621 2.65761 4.57331  0.480
H 0.52102 1.95263 3.38779  0.483
O 0.37663 2.01653 4.34353  -0.954
H 1.48850 -3.55819 3.29942  0.483
H 0.59376 -2.46495 3.06009  0.516
O 1.44796 -2.81896 2.71481  -0.929
H -0.85330 0.55957 4.35714  0.517
H -0.98216 -0.27331 3.17957  0.472
O -0.90122 -0.37866 4.10488  -0.967
H 3.80800 1.10348 0.96064  0.481
H 3.34248 2.08149 -0.09443  0.483
O 3.43150 1.94055 0.80230  -0.956
H -0.95394 -0.34412 -2.47126  0.508
H -0.99725 -0.59429 -4.08235  0.499
O -0.61679 -0.01227 -3.40877  -0.971
H -1.06411 -4.77540 -0.51892  0.464
H 0.10723 -3.84178 -0.47508  0.508
O -0.78211 -3.99953 -0.98026  -1.009
H 1.33647 -3.51641 1.37234  0.515
H 2.03903 -4.67738 0.33263  0.475
O 1.54910 -3.93010 0.39375  -1.034
H -0.81079 1.54499 -3.48062  0.519
H -0.01862 2.69818 -4.10277  0.476
O -0.43663 2.47349 -3.32144  -1.003

Properties
Multiplicity: 1
F_max (Eh/bohr): 0.1657
Orbital gap (eV): 8.33
DFT total energy (eV): -36980.646
Total charge: 0
HOMO energy (Eh): -0.298

4.
Below is C4H3Br3O3 as an isolated structure, with properties calculated with ωB97M-V with the def2-TZVPD basis set.

Last column: natural (NBO) charge in e.
Positions of all 13 atoms, in Å:
C -1.63027 0.30838 0.07172  0.503
C -1.95827 1.65286 0.68841  -0.143
C -2.88562 2.55676 1.08024  0.774
C -2.39868 -1.05529 -0.25706  -0.397
O -0.44819 0.19213 -0.22171  -0.564
O -0.75093 2.36105 0.87149  -0.696
O -3.58489 3.38100 1.46282  -0.381
Br -3.99500 -0.74632 -1.32192  0.064
Br -2.84109 -1.93688 1.42295  0.074
Br 3.27724 -0.71163 0.52462  -0.197
H -1.70105 -1.67558 -0.81567  0.255
H -0.04912 1.82298 0.44520  0.511
H 2.71921 -1.90035 0.02931  0.198

Properties
Multiplicity: 1
F_max (Eh/bohr): 0.0417
Orbital gap (eV): 8.72
DFT total energy (eV): -220463.871
Total charge: 0
HOMO energy (Eh): -0.330

- What is the F_max in the first record?
  0.1139 Eh/bohr